1.
C2H10O5 | ωB97M-V/def2-TZVPD

Last column: Löwdin charge in e.
Element x y z (Å)
1 C -0.237 1.429 1.780  0.020
2 C -0.796 0.903 0.492  -0.545
3 O -1.025 -0.275 0.283  0.048
4 O -0.906 1.828 -0.464  0.104
5 H -0.212 2.515 1.670  0.083
6 H -0.910 1.273 2.613  0.088
7 H 0.767 1.077 1.974  0.092
8 H -0.813 1.373 -1.332  0.072
9 O 0.540 -1.598 -1.609  -0.066
10 H 0.033 -1.500 -0.774  0.017
11 H 0.212 -2.382 -2.064  0.049
12 O 1.460 -2.127 2.561  -0.064
13 H 0.943 -1.890 1.781  0.015
14 H 1.302 -3.066 2.733  0.039
15 O -0.297 1.031 -2.983  -0.043
16 H 0.016 0.129 -2.782  0.032
17 H -0.079 1.281 -3.882  0.059

Properties
frontier orbital gap	11.11	eV
2S+1	1
total energy	-12474.438	eV
LUMO energy	0.509	eV
total charge	0
strongest force on any atom	1.746	eV Å⁻¹
HOMO level	-10.6013	eV

=====

2.
H35O18 | ωB97M-V/def2-TZVPD

Last column: Löwdin charge in e.
Element x y z (Å)
1 O -3.526 2.194 -1.646  -0.066
2 H 0.979 -4.587 -3.976  0.022
3 H -1.154 3.559 -4.165  0.043
4 O 1.908 -1.586 4.236  -0.089
5 H -2.080 -4.497 -2.533  0.013
6 O 3.324 5.254 -0.988  -0.052
7 H 2.413 5.532 -1.055  0.000
8 H 3.597 4.382 -1.262  0.033
9 O -0.128 5.219 -1.180  -0.052
10 H 0.557 -0.756 0.034  -0.042
11 H 0.142 4.305 -1.073  0.036
12 O -1.647 -3.141 0.223  -0.069
13 H -0.718 -2.847 0.222  0.028
14 H -3.501 1.723 -0.800  0.026
15 O -0.485 -2.057 3.413  -0.198
16 H -3.857 -0.022 -3.535  0.028
17 H -0.225 -1.446 2.526  0.038
18 O 1.204 -3.816 -4.495  -0.067
19 H 3.211 0.147 4.492  -0.004
20 H 1.730 -3.193 -3.978  -0.015
21 O -4.081 0.491 -4.315  -0.069
22 H -0.857 1.167 3.724  0.004
23 H 2.298 1.216 3.778  0.018
24 O -3.612 -2.542 3.710  -0.078
25 H -2.749 -2.855 4.024  0.013
26 H -3.216 -2.044 2.979  0.013
27 O 0.425 -1.588 1.249  -0.327
28 H 1.319 -1.727 1.579  -0.007
29 H 0.968 -1.866 4.361  0.005
30 O 2.919 1.057 4.489  -0.071
31 H 4.906 -1.045 -1.408  0.023
32 H -4.513 1.301 -4.040  0.013
33 O 4.539 -0.210 -1.122  -0.061
34 H 3.695 -0.309 -0.680  0.015
35 H 0.128 5.816 -0.477  0.040
36 O -2.222 -3.560 -2.417  -0.081
37 H 2.536 -2.128 4.718  0.035
38 H -0.254 -2.977 3.282  0.029
39 O -1.141 3.599 -3.207  -0.050
40 H -1.948 -2.739 1.044  0.023
41 H -1.614 4.389 -2.931  0.029
42 O 0.779 -0.240 -0.848  -0.155
43 H -2.675 2.644 -1.552  0.007
44 H 1.236 0.559 -0.572  -0.013
45 O -1.743 2.050 1.095  -0.044
46 H -1.937 -3.236 -1.544  -0.017
47 H -1.996 1.473 1.821  0.027
48 O 3.019 -1.722 -3.631  -0.053
49 H 2.183 -1.300 -3.390  0.052
50 H 3.469 -1.090 -4.199  0.050
51 O -0.424 1.190 4.575  -0.042
52 H -0.129 0.307 4.817  0.022
53 H -1.050 1.555 0.631  0.037

Properties
frontier orbital gap	8.74	eV
2S+1	1
total energy	-37424.841	eV
LUMO energy	2.043	eV
total charge	-1
strongest force on any atom	2.473	eV Å⁻¹
HOMO level	-6.6981	eV

=====

3.
C26H16BaBrCl5N3O3 | ωB97M-V/def2-TZVPD

Last column: Löwdin charge in e.
Element x y z (Å)
1 Ba -0.451 -1.882 -0.197  1.048
2 C -2.841 0.468 1.550  -0.089
3 O -1.454 0.134 1.592  -0.265
4 C -0.669 0.842 2.461  -0.234
5 C -1.127 1.907 3.215  -0.064
6 C -0.228 2.549 4.062  -0.670
7 Br -0.862 4.001 5.107  0.720
8 C 1.086 2.170 4.159  -0.076
9 C 1.548 1.101 3.382  -0.069
10 C 0.666 0.436 2.540  -0.230
11 O 1.070 -0.657 1.787  -0.272
12 C 2.977 0.764 3.479  -0.258
13 N 3.786 1.320 4.349  0.167
14 C 5.021 0.755 4.099  -0.232
15 C 6.249 0.966 4.727  -0.028
16 C 7.340 0.254 4.272  -0.112
17 C 7.227 -0.658 3.208  -0.109
18 C 6.022 -0.881 2.573  -0.023
19 C 4.927 -0.159 3.038  -0.190
20 N 3.609 -0.127 2.659  0.178
21 H -3.291 0.342 2.536  0.102
22 H -3.304 -0.230 0.855  0.066
23 H -2.982 1.485 1.183  0.081
24 H -2.147 2.252 3.154  0.096
25 H 1.781 2.676 4.812  0.104
26 H 0.995 -1.517 2.317  0.037
27 H 6.330 1.670 5.546  0.105
28 H 8.305 0.397 4.740  0.091
29 H 8.106 -1.199 2.882  0.093
30 H 5.931 -1.584 1.755  0.106
31 H 3.155 -0.665 1.936  0.126
32 Cl -6.141 -3.054 -1.760  0.643
33 C -4.918 -2.136 -2.582  -0.701
34 C -4.833 -0.733 -2.154  -0.713
35 Cl -6.351 0.056 -1.851  0.644
36 C -3.687 -0.045 -2.074  -0.754
37 Cl -3.716 1.680 -1.812  0.703
38 C -1.849 -1.690 -3.109  -0.588
39 O -1.003 -2.474 -2.581  -0.381
40 C -2.944 -2.064 -4.153  -0.608
41 Cl -2.182 -3.091 -5.389  0.721
42 C -4.156 -2.721 -3.525  -0.641
43 Cl -4.444 -4.381 -3.890  0.667
44 N -2.405 -0.508 -2.262  -0.003
45 C -1.840 -0.247 -3.610  -0.291
46 C -0.785 0.721 -3.888  -0.002
47 C -0.584 1.070 -5.163  -0.079
48 C -1.419 0.530 -6.242  -0.086
49 C -2.487 -0.241 -6.026  -0.093
50 C -2.936 -0.557 -4.636  -0.182
51 H -0.169 1.086 -3.077  0.100
52 H 0.216 1.750 -5.424  0.095
53 H -1.152 0.788 -7.260  0.097
54 H -3.088 -0.596 -6.854  0.104
55 H -3.901 -0.072 -4.454  0.147

Properties
frontier orbital gap	3.27	eV
2S+1	1
total energy	-171180.847	eV
LUMO energy	2.083	eV
total charge	-1
strongest force on any atom	0.125	eV Å⁻¹
HOMO level	-1.1863	eV

=====

4.
C6H8 | ωB97M-V/def2-TZVPD

Last column: Löwdin charge in e.
Element x y z (Å)
1 C -1.371 1.234 0.235  -0.057
2 C -0.798 -0.146 0.481  -0.373
3 C -0.058 -0.774 -0.654  -0.035
4 C 0.584 -0.280 1.032  -0.029
5 C 1.507 -0.229 -0.022  -0.331
6 C 2.630 -0.084 -0.614  0.063
7 H -0.621 1.880 -0.233  0.088
8 H -1.689 1.702 1.170  0.079
9 H -2.238 1.166 -0.430  0.080
10 H -1.502 -0.824 0.964  0.142
11 H -0.077 -0.260 -1.619  0.121
12 H -0.084 -1.854 -0.742  0.114
13 H 0.782 -0.886 1.924  0.128
14 H 2.936 -0.644 -1.494  0.010

Properties
frontier orbital gap	7.41	eV
2S+1	1
total energy	-6346.010	eV
LUMO energy	-0.061	eV
total charge	0
strongest force on any atom	0.814	eV Å⁻¹
HOMO level	-7.4678	eV

=====

5.
C6H12NO2 | ωB97M-V/def2-TZVPD

Last column: Löwdin charge in e.
Element x y z (Å)
1 C 0.780 0.528 -1.439  0.006
2 C 0.466 0.269 0.107  -0.433
3 C 1.382 0.993 1.079  0.027
4 C 0.186 -1.273 0.330  -0.050
5 C -1.370 -1.481 -0.064  -0.044
6 C -1.929 -0.133 0.034  -0.214
7 O -3.130 0.312 0.092  0.231
8 N -0.916 0.818 0.111  -0.042
9 O -1.258 2.139 -0.015  0.102
10 H 1.812 0.572 -1.556  0.061
11 H 0.279 1.516 -1.811  0.133
12 H 0.473 -0.184 -2.152  0.065
13 H 1.654 1.830 0.540  0.065
14 H 2.173 0.434 1.314  0.051
15 H 0.649 1.206 1.984  0.155
16 H 0.250 -1.490 1.419  0.124
17 H 0.836 -1.975 -0.400  0.180
18 H -1.704 -2.369 0.557  0.162
19 H -1.249 -1.919 -1.004  0.106
20 H -3.732 -0.376 0.411  0.172
21 H -0.922 2.821 0.564  0.143

Properties
frontier orbital gap	10.50	eV
2S+1	1
total energy	-11991.804	eV
LUMO energy	-3.816	eV
total charge	+1
strongest force on any atom	6.310	eV Å⁻¹
HOMO level	-14.3199	eV

=====

6.
C2H7N4 | ωB97M-V/def2-TZVPD

Last column: Löwdin charge in e.
Element x y z (Å)
1 C 0.733 0.350 -0.510  -0.224
2 C -0.743 -1.045 0.495  -0.078
3 N -1.276 0.873 -0.697  0.052
4 N 0.644 -0.590 0.324  0.078
5 N 1.755 0.945 -0.980  0.186
6 N -1.478 0.267 0.423  -0.243
7 H -1.089 -1.630 -0.432  0.167
8 H -0.725 -1.598 1.470  0.153
9 H 1.385 -0.924 0.828  0.137
10 H 1.755 1.701 -1.760  0.196
11 H 2.735 0.680 -0.886  0.139
12 H -2.558 0.062 0.492  0.242
13 H -1.138 0.909 1.233  0.195

Properties
frontier orbital gap	8.80	eV
2S+1	1
total energy	-8135.757	eV
LUMO energy	-3.894	eV
total charge	+1
strongest force on any atom	6.779	eV Å⁻¹
HOMO level	-12.6978	eV

=====

7.
H4NPS | ωB97M-V/def2-TZVPD

Last column: Löwdin charge in e.
Element x y z (Å)
1 H -0.867 -1.517 -0.017  -0.020
2 N -1.451 -0.730 0.362  -0.408
3 P -1.498 0.629 -0.375  0.666
4 H -2.686 1.244 0.107  -0.164
5 S 2.282 -0.454 0.200  0.456
6 H 1.222 0.191 -0.370  -0.282
7 H 2.998 0.637 0.093  -0.248

Properties
frontier orbital gap	8.71	eV
2S+1	1
total energy	-21677.269	eV
LUMO energy	-0.567	eV
total charge	0
strongest force on any atom	1.696	eV Å⁻¹
HOMO level	-9.2786	eV